79
Properties=species:S:1:pos:R:3:forces:R:3:mulliken_charge:R:1 method="wB97M-V/def2-TZVPD" charge=+1 total_energy_ha=-3874.8440 homo_energy_ev=-10.5 multiplicity=1 lumo_ev=-1.8
Ca 0.7007 -0.2121 0.2511 0.6 1.0 -0.2 2.934
Cl 3.9132 0.0739 -0.2373 4.2 -0.4 0.5 1.895
O 2.9653 1.0570 -0.6500 -2.5 0.8 0.5 -0.598
O 3.2811 -1.1994 0.0292 -1.5 -0.1 -0.2 -0.646
O 4.8573 -0.0205 -1.3038 0.1 -0.7 -0.8 -0.733
O 4.6562 0.4475 0.9401 -1.1 0.4 0.1 -0.701
C 3.3213 -0.4265 -4.8167 -1.5 -1.2 -0.5 -0.314
C 1.9811 -0.1433 -5.4606 -0.9 1.7 -1.7 -0.459
O 1.1510 0.2342 -4.3678 -0.6 -0.1 1.4 -0.250
C 1.5969 -0.4734 -3.2849 0.9 -0.2 -1.9 0.105
O 1.0231 -0.6834 -2.2690 -0.5 0.5 0.6 -0.023
O 2.7639 -1.0131 -3.6200 1.3 -0.3 1.1 -0.255
H 3.9826 0.4122 -4.6206 -0.2 0.1 0.3 0.266
H 3.8228 -1.2167 -5.3681 0.3 0.0 0.2 0.313
H 1.4554 -0.9326 -6.0066 0.6 -0.7 0.5 0.249
H 1.8761 0.6722 -6.1842 0.7 0.2 0.3 0.324
C 0.7057 -5.1794 2.1663 -0.4 0.1 0.2 -0.334
C -0.5694 -5.4819 1.3407 1.3 0.5 1.2 -0.367
O -0.4314 -4.5557 0.2487 0.3 0.0 -0.3 -0.327
C 0.4217 -3.5624 0.6455 -2.0 1.1 0.9 -0.146
O 0.3551 -2.4132 0.2818 0.2 -1.6 -1.1 -0.249
O 1.1016 -3.8896 1.7129 0.6 -0.2 0.1 -0.311
H 1.5742 -5.8204 2.0316 -0.3 -0.4 0.2 0.325
H 0.3603 -5.0266 3.1879 0.7 -0.4 0.2 0.183
H -1.3960 -5.1972 1.9927 -0.4 0.1 -0.5 0.284
H -0.6482 -6.5459 1.1379 0.0 0.2 -1.0 0.338
C -3.6420 -2.6793 -2.4320 -0.4 -0.5 -0.1 -0.444
C -3.4275 -1.6657 -3.5816 0.2 -1.3 1.0 -0.365
O -2.6510 -0.6711 -2.9190 -0.4 1.1 -0.8 -0.260
C -2.1778 -1.1055 -1.7638 1.1 -0.8 0.0 -0.007
O -1.3767 -0.5296 -1.0952 -0.4 0.3 0.2 0.312
O -2.5948 -2.3555 -1.5195 -0.4 0.1 0.4 -0.292
H -3.5001 -3.7251 -2.7001 0.1 0.1 -0.3 0.280
H -4.6069 -2.6342 -1.9230 0.0 0.4 0.0 0.262
H -4.3239 -1.2246 -4.0018 0.0 0.0 0.0 0.327
H -2.8203 -2.1888 -4.3205 0.0 0.5 -0.3 0.271
C 1.4326 -0.4353 5.9549 1.8 -0.8 1.0 -0.450
C 0.5768 -1.6892 5.7646 1.2 0.3 0.2 -0.259
O 0.5814 -1.7981 4.3458 -0.8 -1.3 -0.7 -0.287
C 1.3847 -0.9068 3.7387 -0.8 1.0 0.3 0.346
O 1.4949 -0.7391 2.5628 0.1 -0.9 0.1 -0.231
O 1.9279 -0.1095 4.6505 -0.6 1.0 0.1 -0.364
H 2.3898 -0.6931 6.4142 -0.4 -0.2 0.7 0.325
H 0.9968 0.3277 6.5976 -0.2 0.6 -1.0 0.291
H -0.4162 -1.6919 6.2074 -0.2 0.4 -0.5 0.270
H 1.1174 -2.5064 6.2462 -0.2 -0.4 -0.5 0.232
C -3.9652 0.2509 3.6851 0.2 0.2 1.3 -0.382
C -3.4555 -1.1344 4.0493 -1.1 -0.3 0.0 -0.362
O -2.3414 -1.3280 3.1849 -0.3 -0.7 0.7 -0.236
C -2.1139 -0.2156 2.5134 1.0 0.4 -1.5 -0.178
O -1.3232 -0.1771 1.6013 -0.5 0.5 1.0 -0.184
O -2.8759 0.8014 2.9429 -0.2 -0.1 -0.7 -0.290
H -4.0570 0.8367 4.5992 -0.3 0.2 -0.2 0.280
H -4.9200 0.2218 3.1617 0.3 0.3 -0.4 0.284
H -4.2161 -1.8785 3.8115 0.2 -0.2 0.1 0.262
H -3.2273 -1.1925 5.1131 0.6 -0.2 -0.2 0.268
C 2.5913 4.6866 1.4666 -1.9 2.2 -0.4 -0.327
C 1.4017 5.1025 2.3522 1.6 0.8 1.1 -0.405
O 0.7384 3.8978 2.6444 -0.7 -0.8 -0.5 -0.346
C 1.3892 2.8705 2.0379 -0.5 1.1 0.1 0.333
O 0.9311 1.7801 1.9020 0.0 -0.4 0.1 -0.271
O 2.5746 3.2810 1.6171 1.5 0.0 -1.2 -0.206
H 3.4768 5.3077 1.5959 0.7 -1.3 1.1 0.413
H 2.3067 5.1494 0.5116 0.0 -1.7 -0.9 0.193
H 0.7783 5.8315 1.8417 -0.3 -0.2 0.2 0.287
H 1.7978 5.4971 3.2917 -0.4 0.2 0.0 0.275
C -2.2084 3.7629 -4.2379 1.5 0.3 -1.2 -1.338
C -1.0487 2.6854 -4.1382 -1.4 2.1 0.3 0.555
C 0.3851 3.2477 -4.0252 -0.7 -0.1 -3.0 -0.407
O 0.7668 2.9568 -2.7460 0.7 0.4 1.6 -0.294
C -0.2258 2.3543 -2.0261 1.8 0.4 -1.3 0.409
O -0.0547 2.0928 -0.8748 -0.7 -0.4 0.3 -0.312
O -1.2421 2.1263 -2.8291 -0.7 -1.3 0.3 -0.275
H -1.7577 4.7395 -4.4451 0.1 0.1 0.6 0.361
H -2.7949 3.8001 -3.3272 -0.1 -0.1 -0.1 0.314
H -2.7983 3.6906 -5.1532 -0.4 -0.7 0.3 0.350
H -1.1653 1.9970 -4.9692 0.1 -0.7 0.5 0.317
H 0.4264 4.2855 -4.3796 -0.1 0.3 1.1 0.415
H 1.0402 2.7895 -4.7747 0.1 -0.6 0.5 0.037

68
Properties=species:S:1:pos:R:3:forces:R:3:nbo_charge:R:1 method="wB97M-V/def2-TZVPD" smiles="Cc1cccc(COC[C@@H](CC(C)C)N2CCN(C(=O)c3ccc(C(F)(F)F)cc3)CCC2=O)c1" total_energy_ha=-1682.7246 homo_energy_ev=-8.7 multiplicity=1 lumo_ev=-0.4 e_above_lowest_kj_mol=2171.6
C -2.1267 -4.1436 1.7095 3.3 3.3 -2.2 -0.618
C -2.3808 -3.2935 0.4450 -4.0 3.4 11.8 -0.010
C -2.1376 -3.7202 -0.6501 4.1 -2.3 -14.4 -0.225
C -2.4556 -2.9158 -1.8599 3.7 -4.6 -3.4 -0.131
C -3.2249 -1.9239 -1.9125 -4.5 6.2 5.5 -0.271
C -3.6873 -1.4519 -0.5322 -0.8 1.6 -0.4 -0.009
C -4.7307 -0.0479 -0.2888 -3.5 -10.3 -1.7 -0.028
O -4.2123 0.9194 0.3297 1.6 1.6 4.1 -0.499
C -3.2763 1.5279 -0.4106 2.4 6.8 6.0 -0.035
C -1.8327 1.3268 -0.5150 0.5 -4.7 -0.5 -0.146
C -0.9152 2.3140 -0.9910 -3.8 4.5 2.2 -0.436
C -0.0568 2.0989 -2.0104 11.3 -3.8 -1.4 -0.203
C 1.1261 3.2046 -2.2353 -0.9 -0.7 2.3 -0.612
C -0.4329 1.6624 -3.3038 -9.1 2.1 -0.8 -0.554
N -1.2945 0.5589 0.4885 0.1 0.6 10.6 -0.397
C -1.6154 1.1781 2.1834 10.1 -6.7 -2.6 -0.150
C -0.2082 1.7946 2.5121 -5.8 3.0 5.8 -0.224
N 0.8645 1.1064 2.2428 7.9 -4.8 -5.4 -0.490
C 1.9024 1.7388 1.3695 -1.0 -6.6 0.1 0.711
O 1.7736 2.8561 1.2004 0.1 7.2 -1.1 -0.569
C 3.0739 0.9741 0.6114 3.6 1.0 7.3 -0.085
C 4.4231 1.1637 1.3177 -4.7 1.0 0.7 -0.144
C 5.4695 0.2824 0.8750 2.5 12.7 11.1 -0.245
C 5.3510 -0.3735 -0.1047 -3.4 -13.1 -11.0 -0.116
C 6.5487 -1.2606 -0.5216 0.3 -1.1 -1.7 0.995
F 6.3997 -1.8245 -1.8420 0.8 2.2 2.4 -0.344
F 6.6743 -2.4919 0.1858 0.3 3.3 -0.5 -0.329
F 7.7002 -0.3997 -0.4053 -2.0 -3.1 -0.6 -0.338
C 3.9795 -0.9005 -0.4569 6.7 -3.1 -5.3 -0.145
C 2.9749 -0.2332 -0.0354 -6.3 2.5 -1.9 -0.298
C 0.9635 -0.3869 2.3695 -1.9 2.7 5.1 -0.189
C -0.0342 -1.2852 1.7370 8.6 6.8 -8.0 -0.465
C -0.5899 -0.5506 0.5374 2.4 -3.0 -7.8 0.705
O -0.2132 -1.1020 -0.6471 -1.4 2.2 4.2 -0.756
C -3.2155 -2.1001 0.5623 -1.6 -1.1 1.7 -0.287
H -1.0693 -4.4235 1.6802 -0.1 0.1 0.6 0.213
H -2.4592 -3.7718 2.6169 0.0 1.6 1.8 0.207
H -2.6393 -4.9776 1.6797 -2.6 -4.5 -0.9 0.213
H -1.4077 -4.4171 -1.0624 -0.3 -0.9 1.4 0.222
H -2.0635 -3.0476 -2.9826 -0.1 -1.0 2.8 0.210
H -3.4936 -1.2025 -2.6302 0.0 0.1 -1.6 0.210
H -4.9807 0.1274 -1.3444 -0.7 0.4 0.2 0.153
H -5.6862 -0.5946 0.3918 2.6 2.0 -2.2 0.188
H -3.2319 2.5691 0.1925 -0.2 -1.3 -0.9 0.150
H -3.7034 1.9178 -1.1842 -2.2 1.6 -5.8 0.187
H -1.7198 0.4502 -1.0312 0.0 -1.9 -4.5 0.281
H -1.5185 3.0301 -1.4428 -2.2 2.1 -0.9 0.202
H -0.4816 2.9754 -0.2783 0.6 -0.1 1.5 0.240
H 0.6114 1.2291 -1.6856 -0.3 0.5 0.2 0.191
H 0.6446 4.1135 -2.5829 0.4 0.3 -0.4 0.198
H 1.7586 3.4137 -1.3266 -1.4 0.1 -0.1 0.226
H 1.9410 2.8010 -2.8023 -0.2 -0.2 -1.4 0.216
H -1.0459 2.6963 -3.5840 0.8 -2.3 -0.5 0.149
H -1.2633 0.8315 -3.4272 1.4 1.4 0.9 0.208
H 0.1442 1.4789 -4.0840 3.6 -0.5 -2.8 0.217
H -1.9056 0.2607 2.6401 -0.1 -0.3 0.8 0.197
H -2.3177 1.7084 1.9487 -7.7 6.4 -1.7 0.171
H -0.1823 2.8936 2.2071 0.3 -1.7 0.4 0.265
H -0.1593 1.7141 3.7497 -1.0 1.1 -2.1 0.159
H 4.4387 1.9549 2.3180 0.4 -2.4 -3.4 0.250
H 6.4663 0.7288 1.0771 -0.4 -1.0 0.8 0.244
H 3.9271 -1.6622 -1.4413 0.0 1.9 3.3 0.252
H 1.9815 -0.3417 -0.5517 0.7 -0.8 0.9 0.272
H 1.9173 -0.6976 2.2339 2.9 -0.5 -1.2 0.221
H 0.9413 -0.5116 3.5185 -0.5 -0.2 -1.2 0.186
H -0.7431 -1.4135 2.2091 -12.0 -3.0 9.2 0.186
H 0.4561 -2.0963 1.4224 1.3 -3.2 -1.4 0.246
H -3.7402 -2.0386 1.6016 1.2 0.7 -1.8 0.207

14
Properties=species:S:1:pos:R:3:forces:R:3:nbo_charge:R:1 method="wB97M-V/def2-TZVPD" smiles="N/C(O)=[NH+]/N[SiH3]" charge=+1 total_energy_ha=-571.5982 homo_energy_ev=-14.1 multiplicity=1 lumo_ev=-3.4 e_above_lowest_kj_mol=259.9
N 0.4089 -1.0062 1.9774 -1.1 1.3 -0.8 -0.770
C -0.4767 -0.3796 1.1500 3.5 0.6 0.9 0.819
O -1.5150 -1.0290 0.8330 -0.4 -1.4 0.5 -0.585
N -0.0831 0.8159 0.6790 -1.9 -1.2 -0.8 -0.390
N -0.3274 1.1337 -0.6594 -0.5 1.8 -1.1 -0.859
Si 0.4922 0.3413 -2.0443 -0.9 -1.1 0.5 0.982
H 1.2439 -0.7390 2.4552 0.4 1.6 -0.5 0.436
H 0.2263 -1.8794 2.3298 -1.6 -2.5 0.6 0.421
H -2.0189 -0.7617 0.0735 -0.4 0.9 -0.8 0.548
H 0.7403 1.0918 1.1059 2.1 1.0 0.6 0.385
H -0.2763 2.1810 -0.8757 -0.6 -1.8 1.3 0.411
H -0.5037 0.4059 -3.1264 0.4 1.0 -0.3 -0.116
H 1.8329 0.9771 -1.9820 -0.1 -0.5 -0.6 -0.131
H 0.2566 -1.1518 -1.9161 0.9 0.5 0.6 -0.153

34
Properties=species:S:1:pos:R:3:forces:R:3:nbo_charge:R:1 method="wB97M-V/def2-TZVPD" charge=-2 total_energy_ha=-1947.2098 homo_energy_ev=-1.2 multiplicity=1 lumo_ev=4.4 e_above_lowest_kj_mol=0.0
Au -0.3346 0.4377 0.4596 0.3 0.0 -0.1 0.431
O 4.4541 0.2030 0.1797 0.0 0.0 0.0 -0.788
C 3.2868 0.2966 0.6262 0.0 0.0 -0.1 0.756
O 2.2420 0.4562 -0.0382 0.0 -0.1 0.0 -0.784
C 3.1629 0.1807 2.1684 0.0 0.0 0.0 -0.201
C 4.3155 -0.2896 2.8074 0.0 0.0 0.0 -0.125
C 4.4187 -0.4496 4.1771 0.0 0.0 0.0 -0.307
C 3.3234 -0.1175 4.9664 0.0 0.0 0.0 -0.238
C 2.1714 0.3457 4.3633 0.0 0.0 0.0 -0.259
C 2.0465 0.5065 2.9675 0.0 0.0 0.0 -0.109
S 0.4711 1.1912 2.5230 0.0 0.1 0.1 -0.419
H 5.1478 -0.5113 2.1520 0.0 0.0 0.0 0.225
H 5.3367 -0.8198 4.6220 0.0 0.0 0.0 0.179
H 3.3598 -0.2264 6.0464 0.0 0.0 0.0 0.180
H 1.3091 0.5934 4.9709 0.0 0.0 0.0 0.203
C -1.0860 4.0579 0.1894 0.0 0.0 0.0 -0.634
C -2.1986 3.5298 -0.6891 0.0 0.0 -0.1 -0.065
O -3.0479 2.6658 0.0635 0.0 0.0 0.1 -0.846
P -3.5160 1.1750 -0.3349 -0.1 0.2 -0.3 2.064
O -4.0663 0.4813 0.8327 -0.1 0.0 0.1 -1.116
Te -1.7921 0.0923 -1.6616 -0.1 0.0 0.2 -0.567
O -4.7709 1.4879 -1.3483 0.0 -0.2 -0.1 -0.838
C -4.5841 2.1430 -2.5879 0.0 0.1 0.0 -0.072
C -5.7285 1.7725 -3.5092 0.0 0.0 0.0 -0.616
H -0.5267 4.8302 -0.3452 0.0 0.0 0.0 0.189
H -0.4013 3.2598 0.4765 0.0 0.0 0.0 0.259
H -1.5015 4.4912 1.1011 0.0 0.0 0.0 0.201
H -1.7922 2.9942 -1.5515 0.0 0.0 0.0 0.199
H -2.8210 4.3554 -1.0549 0.0 0.0 0.0 0.147
H -3.6284 1.8499 -3.0350 0.0 0.0 0.0 0.194
H -4.5580 3.2279 -2.4291 0.0 0.0 0.0 0.156
H -5.7506 0.6922 -3.6569 0.0 0.0 0.0 0.211
H -5.6085 2.2579 -4.4807 0.0 0.0 0.0 0.192
H -6.6834 2.0794 -3.0788 0.0 0.0 0.0 0.198

54
Properties=species:S:1:pos:R:3:forces:R:3:lowdin_spin:R:1 method="wB97M-V/def2-TZVPD" s_squared=0.756 charge=+1 total_energy_ha=-1375.3003 homo_energy_ev="-12.2 / -12.2" multiplicity=2 lumo_ev="-4.1 / -10.7" e_above_lowest_kj_mol=548.0
O 2.2277 -4.2223 2.4078 1.5 1.0 -0.5 0.378
H 3.0969 -3.8436 2.7447 -0.9 -1.1 0.9 0.007
H 2.0738 -3.4451 1.8461 -0.9 -0.1 -0.9 0.000
O 1.4920 -0.7141 -5.7685 0.6 2.1 1.3 0.000
H 1.2605 -0.2283 -4.8998 0.4 -1.1 -2.0 0.000
H 2.1241 -0.0622 -6.1789 -1.0 -1.1 0.3 0.000
O 2.3997 3.6372 -2.2002 -0.9 2.4 -4.7 0.000
H 2.4881 3.7195 -1.2833 -0.1 0.8 2.2 0.000
H 2.0704 4.5676 -2.6254 1.4 -3.4 2.1 0.000
O -1.8346 0.7256 -0.8430 0.9 -0.7 0.3 0.000
H -2.2711 1.3910 -1.3564 -1.7 1.2 0.2 0.000
H -1.2329 0.4978 -1.5488 0.8 -0.9 0.0 0.000
O 3.7445 0.7606 1.4989 -5.1 3.4 0.8 0.000
H 4.3877 0.1801 1.3656 4.5 -3.7 -1.1 0.000
H 4.0739 1.4997 1.9948 0.4 0.4 0.3 0.000
O -3.7993 1.8540 -2.3795 -5.0 -2.3 3.6 0.000
H -3.2701 1.8174 -3.1085 1.7 -0.6 -3.6 0.000
H -4.5444 1.0651 -2.3875 3.2 3.1 -0.4 0.000
O 1.3905 -1.7373 -0.4600 -2.3 -5.6 3.2 0.000
H 1.3176 -0.8931 -0.7437 -0.5 4.6 -1.4 0.000
H 0.4991 -1.9922 -0.0023 2.3 1.0 -1.6 0.000
O 0.3683 4.1620 -0.5652 -0.5 2.8 10.8 0.000
H 0.3862 4.0082 -1.3862 0.1 -3.0 -9.3 0.000
H 0.3849 3.4705 0.1389 0.1 0.3 -1.2 0.000
O -4.2161 2.2150 0.8297 -1.9 1.9 -2.4 0.000
H -3.9573 1.3518 0.7074 0.9 -3.1 -1.0 0.000
H -3.9122 2.3833 1.6650 1.1 1.3 3.4 0.000
O -2.2237 -2.8966 3.4834 -0.6 1.8 4.2 0.054
H -2.0863 -2.5838 2.6305 0.0 0.9 -2.7 0.000
H -2.3884 -1.9463 3.9779 0.9 -3.5 -1.4 0.001
O 3.9745 -1.1744 -0.8415 -2.3 -1.7 1.9 0.001
H 3.3540 -1.3737 -1.5404 0.5 0.5 -1.8 0.000
H 3.2634 -1.6215 -0.2433 2.3 1.2 -0.2 0.000
O -1.1746 -0.4839 3.5412 -12.2 -0.4 -4.4 0.000
H -0.3760 -0.4682 3.7228 12.1 0.3 2.8 0.000
H -1.2718 -0.8128 2.6029 0.3 0.9 1.4 0.000
O -1.6785 2.6129 2.9183 -0.6 1.9 -1.2 0.000
H -1.9074 1.7358 2.7581 -1.0 -2.5 -1.2 0.000
H -1.3006 2.4750 3.7460 1.1 0.5 2.8 0.000
O -0.0748 -4.4179 2.3337 1.8 2.4 -2.9 0.553
H -0.3401 -3.8040 2.9900 -1.2 1.3 2.3 -0.001
H -0.2120 -5.2983 2.5478 -0.5 -3.3 1.3 0.007
O 0.6929 3.0074 1.8623 0.0 -0.7 0.2 0.000
H -0.2130 2.8198 2.2148 0.5 0.3 -0.4 0.000
H 1.1821 2.1773 1.9717 0.0 0.3 -0.1 0.000
O -2.5724 -2.1302 0.8837 -0.4 1.3 -1.2 0.000
H -3.0948 -2.8978 1.0451 -0.6 -1.3 0.3 0.000
H -3.1704 -1.6635 0.2419 1.2 0.0 0.6 0.000
O -1.1701 -1.4929 -3.4772 -0.7 1.1 0.5 0.000
H -0.8698 -2.3692 -3.6480 0.5 -1.0 -0.3 0.000
H -0.3962 -0.9846 -3.2279 0.3 -0.1 -0.1 0.000
O 1.9961 0.2546 -3.2195 3.9 2.7 -0.1 0.000
H 2.8257 0.0087 -3.7317 -1.6 -0.9 0.4 0.000
H 2.4843 1.1598 -3.0042 -2.4 -1.7 0.2 0.000

40
Properties=species:S:1:pos:R:3:forces:R:3:nbo_charge:R:1 method="wB97M-V/def2-TZVPD" total_energy_ha=-1061.7062 homo_energy_ev=-8.2 multiplicity=1 lumo_ev=0.1 e_above_lowest_kj_mol=1029.9
O 2.7352 0.2645 -2.1499 0.2 0.5 -0.8 -0.953
H 2.2340 0.9028 -2.6575 0.0 0.2 -0.3 0.448
H 2.2369 0.1576 -1.3397 0.1 -0.5 0.5 0.491
O -0.9408 -1.1158 -1.2823 -1.5 -1.9 -5.7 -0.907
H -0.2228 -1.5203 -1.7691 0.3 -0.8 -1.1 0.515
H -1.6657 -1.0833 -1.9065 -0.3 -0.3 -0.2 0.488
O 1.0352 -1.0860 -0.3486 1.8 -1.6 1.3 -0.981
H 1.1765 -1.1526 0.5958 0.1 -0.3 0.0 0.499
H 0.4586 -0.3290 -0.4521 0.4 -0.5 0.3 0.488
O 3.4396 -0.9050 0.1443 2.7 -3.3 -1.1 -0.992
H 2.8131 -0.3811 0.6436 0.9 -0.4 -0.1 0.457
H 4.0851 -0.2720 -0.1700 0.1 0.0 0.0 0.451
O 0.8280 -2.3003 -2.3168 0.4 -1.9 -2.6 -0.992
H 1.6155 -2.4780 -2.8312 0.0 0.1 -0.4 0.498
H 1.1564 -1.9559 -1.4863 1.2 0.1 1.4 0.500
O 2.3593 0.7745 1.0156 0.7 3.6 3.0 -0.941
H 2.7532 1.6168 1.2428 0.7 -0.2 0.3 0.476
H 1.4551 0.9869 0.7844 0.3 -0.5 -0.7 0.457
O -1.4547 1.3068 -1.7456 -0.7 0.9 -0.5 -0.962
H -0.7187 0.7068 -1.6249 0.1 0.0 0.0 0.486
H -1.4528 1.5036 -2.6823 -0.1 0.2 -0.3 0.470
O -0.0370 -1.1744 2.2049 3.5 -1.4 3.7 -0.890
H -0.0326 -2.0281 2.6378 0.0 -0.5 0.1 0.512
H -0.5772 -0.6217 2.7698 0.0 0.4 1.1 0.507
C -0.1600 1.6386 1.0016 -7.8 0.8 1.6 0.814
O 0.2829 0.9263 0.1176 -0.4 3.2 -0.5 -0.712
N 0.3510 2.7342 1.4135 4.9 4.0 -0.1 -0.792
N -1.3962 1.5270 1.6127 1.0 2.4 1.5 -0.862
H 1.1531 2.9672 0.8457 0.1 0.8 0.4 0.383
H -0.1115 3.4959 1.8889 0.0 -0.6 -0.1 0.418
H -1.7774 2.3226 2.1044 0.4 0.2 -0.1 0.364
H -1.9225 0.8471 1.0828 -0.8 -0.1 0.0 0.421
C -2.6486 -0.9050 0.7543 -0.6 -3.4 -0.5 0.759
O -2.9158 -1.7288 1.5864 -2.2 -1.7 3.5 -0.716
N -1.4891 -0.3892 0.6840 -0.4 0.2 0.1 -0.946
N -3.3893 -0.7184 -0.3193 -2.0 0.7 -1.2 -0.868
H -0.8913 -0.7620 1.4078 -1.3 0.1 -2.0 0.389
H -1.1150 -0.5748 -0.2356 -0.4 0.8 1.0 0.411
H -2.9017 -0.1867 -1.0261 -1.6 0.6 -0.2 0.399
H -4.3482 -1.0103 -0.1951 0.1 0.3 -1.0 0.412